Entry 1:
# C27H86N22O14

A 14-piece molecular cluster, C27H86N22O14 overall at a distorted geometry (ωB97M-V with the def2-TZVPD basis set, the OMol25 dataset).

XYZ file:
```
149
C27H86N22O14 | the OMol25 dataset | ωB97M-V with the def2-TZVPD basis set
C 9.2277 27.5775 19.7112
C 8.2483 26.8739 18.8669
C 6.8749 27.6334 18.9050
O 6.5009 27.7406 20.2740
C 5.1445 28.1092 20.3970
N 8.8856 26.6750 17.5590
H 10.2204 27.2065 19.9660
H 8.7692 27.7564 20.6838
H 9.4164 28.5623 19.2838
H 8.1183 25.8632 19.2538
H 6.1286 27.0742 18.3406
H 7.0282 28.5600 18.3517
H 5.1311 29.1884 20.2446
H 4.8294 27.7815 21.3877
H 4.4520 27.6602 19.6851
H 8.1200 26.4244 16.9498
H 9.5818 25.9453 17.6135
C 2.0500 27.2290 9.7160
C 0.6948 26.5971 10.0755
C 0.5298 26.4266 11.5829
O 0.8373 27.5812 12.3668
C 0.6470 27.4405 13.7694
N -0.3664 27.4285 9.5703
H 2.2193 27.4235 8.6570
H 2.9453 26.7552 10.1184
H 1.9985 28.2508 10.0920
H 0.6143 25.5868 9.6745
H 1.3080 25.7004 11.8178
H -0.4552 25.9868 11.7389
H -0.1061 26.7476 14.1444
H 0.4476 28.4398 14.1563
H 1.4758 27.0282 14.3450
H -0.1132 28.2145 10.1519
H -0.0401 27.7582 8.6731
C 7.3024 16.4833 13.0518
C 5.8689 16.5707 12.5452
C 4.7454 17.0042 13.4863
O 4.5800 16.0831 14.5307
C 3.8002 16.5422 15.6424
N 5.9015 17.4216 11.3221
H 7.6430 17.4462 13.4324
H 7.9818 16.1903 12.2513
H 7.1391 15.7675 13.8574
H 5.6190 15.5844 12.1542
H 3.8461 16.9200 12.8762
H 4.9296 18.0322 13.7985
H 2.7954 16.7398 15.2690
H 4.1488 17.5296 15.9452
H 3.8507 15.8214 16.4584
H 6.4609 18.2588 11.4006
H 4.9406 17.7239 11.2490
C 17.0235 18.9980 13.9543
C 16.2427 18.6426 12.6532
C 14.9271 19.3662 12.5731
O 14.1838 18.9676 13.7417
C 12.8043 19.0439 13.6602
N 16.9464 19.0700 11.4483
H 18.0910 19.1394 13.7855
H 16.9423 18.2869 14.7764
H 16.9088 20.0137 14.3326
H 16.0612 17.5683 12.6849
H 14.3245 19.1061 11.7028
H 15.0427 20.4457 12.6698
H 12.5201 18.3548 12.8649
H 12.6457 20.0768 13.3502
H 12.2230 18.9703 14.5794
H 17.2286 20.0393 11.4768
H 16.3832 18.9453 10.6192
C 5.5725 22.4646 18.7275
C 5.3441 22.4568 17.1116
O 4.3352 23.3642 16.6604
H 5.4174 23.4868 19.0729
H 6.5471 22.0604 19.0012
H 4.7535 21.9068 19.1815
H 5.0366 21.4355 16.8867
H 6.1878 22.5965 16.4359
H 4.8535 24.0724 16.2713
C 7.5748 27.1174 8.2199
O 7.6664 28.2342 7.8547
N 8.2395 26.6979 9.2201
N 6.8054 26.2291 7.7043
H 8.0276 25.8386 9.7067
H 8.7359 27.4788 9.6247
H 6.3475 26.4627 6.8349
H 7.0558 25.2842 7.9583
C 13.3299 23.9532 15.4975
O 14.0302 24.2084 16.4676
N 12.2274 23.2979 15.5930
N 13.5392 24.3455 14.2811
H 12.0274 22.9575 16.5226
H 11.7441 23.1054 14.7273
H 14.3195 24.9680 14.1271
H 13.2073 23.9001 13.4376
C 7.3118 22.5885 11.2082
O 7.4908 21.6385 10.5005
N 6.1968 23.2206 11.3701
N 8.2423 23.2670 11.6506
H 5.3519 22.7924 11.0198
H 6.1297 24.0372 11.9608
H 9.1633 22.8661 11.5452
H 7.9592 23.9643 12.3242
C 12.4990 21.9107 9.6532
O 12.1237 22.6311 10.5578
N 13.6558 21.8771 9.0880
N 11.6767 21.0433 9.1164
H 13.9736 21.1619 8.4496
H 14.2699 22.6584 9.2688
H 10.8130 20.7615 9.5577
H 12.1072 20.3579 8.5122
C -0.4295 22.5132 14.7082
O -1.4108 22.2008 14.0682
N 0.7690 22.3977 14.3009
N -0.3846 22.8590 15.9602
H 1.0085 22.1537 13.3505
H 1.5146 22.7225 14.8998
H 0.5719 22.9649 16.2667
H -1.2498 23.1941 16.3592
C 1.4100 20.1431 10.0030
O 1.9112 21.1338 10.4462
N 0.7087 19.3044 10.7299
N 1.5539 19.8112 8.7850
H 0.5811 18.3388 10.4626
H 0.2790 19.6613 11.5713
H 1.9288 20.5065 8.1556
H 1.1382 19.0050 8.3408
C 13.8227 27.3700 10.3462
O 14.7914 26.6582 10.0618
N 13.9782 28.6612 10.4279
N 12.6433 27.0021 10.6640
H 13.2254 29.2712 10.7132
H 14.8320 29.0715 10.0777
H 12.4453 26.0124 10.7017
H 12.0052 27.6960 11.0266
C 8.5410 22.5958 4.7718
O 8.2143 23.4910 4.0081
N 9.7332 22.0702 4.9554
N 7.7500 22.0772 5.6302
H 10.4338 22.3854 4.2997
H 9.6940 21.1130 5.2753
H 6.7771 22.3410 5.5670
H 8.2068 21.6705 6.4340
C 6.0718 27.8872 13.6808
O 6.3757 26.6911 13.9710
N 5.0190 28.3784 13.2261
N 6.8352 28.8956 14.0052
H 4.9986 29.3627 13.0009
H 4.3398 27.7904 12.7643
H 6.6248 29.7974 13.6019
H 7.5524 28.6860 14.6846
```

* net charge: 0
* energy above the lowest of the compared OMol25 structures with the same formula, charge and spin: 247.0 kcal per mole
* highest occupied orbital energy: -9.253 eV

These are the Löwdin partial charges, in e, on atoms 1 to 4: -0.0933 -0.4494 -0.1846 -0.1893

Entry 2:
# H11O6

A 6-piece molecular cluster, H11O6 overall (ωB97M-V with the def2-TZVPD basis set, the OMol25 dataset).

XYZ file:
```
17
H11O6 | the OMol25 dataset | ωB97M-V with the def2-TZVPD basis set
O -0.5916 -0.4584 0.8300
H -0.5717 -0.9206 1.6793
O 0.5695 -1.1969 -1.4603
H 0.2943 -2.0430 -1.8100
H 0.0592 -1.0298 -0.6220
O 1.8458 0.6169 0.6379
H 1.5029 1.2184 -0.0152
H 0.9908 0.2059 0.9556
O -3.2863 -1.4940 -0.2159
H -3.3823 -2.1520 0.4915
H -2.3267 -1.3179 -0.1550
O -0.9484 2.1051 1.9133
H -0.5950 2.4132 2.7477
H -0.6555 1.1740 1.8279
O 2.5725 1.3009 -2.2132
H 2.3194 0.8830 -3.0286
H 2.2031 0.6952 -1.5632
```

* net charge: -1
* energy above the lowest of the compared OMol25 structures with the same formula, charge and spin: 18.8 kcal per mole
* highest occupied orbital energy: -5.214 eV

These are the natural (NBO) partial charges, in e, on atoms 1 to 4: -1.2807 0.4239 -1.0191 0.4475

Entry 3:
# C12H24FHfO4

C12H24FHfO4 as an isolated structure at a distorted geometry (ωB97M-V with the def2-TZVPD basis set, the OMol25 dataset).

XYZ file:
```
42
C12H24FHfO4 | the OMol25 dataset | ωB97M-V with the def2-TZVPD basis set
Hf 2.7376 0.3155 0.9035
F 0.4485 0.5516 0.5108
C 0.3407 3.9333 0.4658
C 1.4715 3.7118 1.5197
O 1.9521 2.5776 1.7287
C 2.0551 4.9975 2.2135
H -0.6898 3.8934 0.8188
H 0.4404 3.1818 -0.3174
H 0.4760 4.9253 0.0348
H 2.0704 4.9172 3.3005
H 1.4288 5.8611 1.9898
H 3.0486 5.2200 1.8241
C -0.3463 -4.9112 -1.2084
C -1.0870 -3.6606 -1.7023
O -1.1794 -3.3632 -2.8988
C -1.5277 -2.6780 -0.6145
H -0.9138 -5.7928 -1.5067
H -0.2518 -4.9834 -0.1249
H 0.6843 -5.0103 -1.5490
H -1.1700 -1.6490 -0.6505
H -1.0674 -3.1019 0.2779
H -2.5999 -2.5630 -0.4553
C -2.6282 -0.6211 1.9609
C -2.2242 0.3758 3.0652
O -2.1003 0.0852 4.2382
C -1.9140 1.7756 2.6353
H -1.7014 -0.8653 1.4417
H -3.2815 -0.2532 1.1698
H -3.1484 -1.5143 2.3069
H -2.6287 2.5524 2.9069
H -1.9278 1.5508 1.5688
H -0.8937 2.1010 2.8383
C 2.3572 -2.2075 -3.0170
C 1.8759 -1.0068 -2.3222
O 2.2947 -0.7392 -1.1889
C 0.7234 -0.1879 -3.0049
H 3.4364 -2.0804 -3.1018
H 1.8738 -2.2314 -3.9936
H 2.2333 -3.1842 -2.5493
H -0.2297 -0.7160 -2.9779
H 0.8325 0.0321 -4.0669
H 0.7299 0.7616 -2.4697
```

* net charge: +3
* energy above the lowest of the compared OMol25 structures with the same formula, charge and spin: 93.9 kcal per mole
* highest occupied orbital energy: -17.923 eV

These are the Löwdin partial charges, in e, on atoms 1 to 4: 2.2062 -0.4786 0.0270 -0.3185

Entry 4:
# C22H17F2N

C22H17F2N as an isolated structure at a distorted geometry (ωB97M-V with the def2-TZVPD basis set, the OMol25 dataset).

XYZ file:
```
42
C22H17F2N | the OMol25 dataset | ωB97M-V with the def2-TZVPD basis set
F -3.3387 2.3110 2.5934
C -3.0294 0.9751 2.6260
C -4.0145 0.0333 2.4459
C -3.6745 -1.3085 2.5524
C -2.4026 -1.7141 2.8943
C -1.3862 -0.7319 3.0791
C -0.0575 -1.1027 3.6573
C 1.1392 -0.8015 2.8243
C 2.1913 -1.7627 2.7038
C 3.4795 -1.3209 2.4416
C 3.7631 0.0337 2.2625
C 2.7038 0.9281 2.1484
F 2.9566 2.2373 1.8001
C 1.3819 0.5024 2.2772
C -1.6745 0.6215 2.7846
H -5.0144 0.3719 2.1298
H -4.4210 -2.0765 2.3371
H -2.1053 -2.7409 3.0377
H -0.0437 -2.0368 4.3155
H 1.9406 -2.7878 2.9280
H 4.2624 -2.0563 2.3561
H 4.7692 0.4030 2.0682
H 0.5749 1.2337 2.0646
H -0.9495 1.4433 2.8007
C 1.4904 -0.9270 5.7993
C 0.2058 -0.2786 5.3629
C 0.3083 1.0777 5.0028
N 0.4282 2.2319 4.7385
C -1.0246 -0.6064 6.0687
C -1.1639 -1.8523 6.7411
C -2.2824 -2.1213 7.5008
C -3.3322 -1.1999 7.6189
C -3.2504 -0.0398 6.8466
C -2.1369 0.2724 6.0999
H 1.3466 -1.9578 6.1818
H 2.2145 -0.9686 4.9420
H 1.9530 -0.3145 6.6044
H -0.3172 -2.5788 6.6943
H -2.3148 -3.0735 8.0637
H -4.1669 -1.4089 8.2693
H -4.0796 0.6800 6.8689
H -2.0659 1.2403 5.5613
```

* net charge: 0
* highest occupied orbital energy: -8.668 eV

These are the natural (NBO) partial charges, in e, on atoms 1 to 4: -0.3297 0.4131 -0.2931 -0.1859